Computed, not measured: a molecular structure, C52H100F24N6O17P2S8, with wB97M-V/def2-TZVPD.

Last column: Löwdin charge in e.
Cartesian coordinates (Å):
C 0.6308 -2.0877 0.8778  0.061
C 0.4782 -0.5878 0.6512  -0.426
O 0.3573 -0.1720 -0.4713  0.108
N 0.4278 0.2800 1.7911  0.062
H -0.4196 -0.0614 2.3829  0.118
H 1.2066 -0.0379 2.3976  0.120
C 0.3267 1.7246 1.5637  -0.014
H 1.1584 -2.4088 -0.0310  0.078
H -0.3394 -2.5766 0.8762  0.084
H 1.2528 -2.2624 1.7421  0.074
H -0.0622 1.9278 0.5697  0.085
H 1.3574 2.1349 1.6463  0.113
H -0.3138 2.1345 2.3443  0.084
C 6.7010 4.2945 2.5970  -0.103
C 6.7488 5.2637 1.4226  -0.252
C 5.3246 5.4989 0.8637  -0.230
C 5.2453 6.5426 -0.3132  -0.225
P 3.5707 6.7157 -1.0464  0.994
C 3.3197 5.6025 -2.4241  -0.262
C 3.3997 4.0987 -2.1838  -0.247
C 2.9024 3.1599 -3.2331  -0.282
C 1.4883 3.3301 -3.7029  -0.094
C 2.3551 6.4419 0.2380  -0.267
C 2.2534 7.4645 1.3499  -0.254
C 1.0760 7.1650 2.2240  -0.270
C 1.3512 6.0365 3.2420  -0.079
C 3.4878 8.3173 -1.8460  -0.289
C 2.1517 8.8067 -2.4744  -0.200
C 2.1639 10.2927 -3.0833  -0.225
C 3.4239 10.6245 -3.8616  -0.135
H 6.2119 4.7239 3.4867  0.083
H 7.7121 4.0494 2.9135  0.076
H 6.1703 3.3691 2.3838  0.062
H 7.4204 4.8333 0.6852  0.109
H 7.1959 6.1940 1.7353  0.104
H 4.7297 5.8343 1.7246  0.099
H 4.8677 4.5489 0.5345  0.096
H 5.9718 6.3126 -1.0856  0.099
H 5.4769 7.5365 0.0918  0.097
H 4.0907 5.9291 -3.1287  0.109
H 2.4098 5.9499 -2.9038  0.091
H 2.6508 3.8421 -1.3873  0.122
H 4.3881 3.8129 -1.7813  0.115
H 3.0682 2.1667 -2.7912  0.098
H 3.5304 3.1486 -4.1376  0.118
H 0.8305 3.6406 -2.8688  0.078
H 0.9675 2.4956 -4.1194  0.064
H 1.3892 4.1708 -4.4052  0.081
H 2.6018 5.4403 0.5745  0.092
H 1.4298 6.3912 -0.3160  0.099
H 2.0087 8.4619 0.9469  0.118
H 3.1596 7.4932 1.9467  0.107
H 0.1386 6.9014 1.6920  0.123
H 0.8944 8.1340 2.7088  0.112
H 2.3756 6.0866 3.6138  0.070
H 1.1927 5.1140 2.6691  0.064
H 0.6154 6.1376 4.0694  0.090
H 4.1299 8.2476 -2.7300  0.095
H 3.9370 9.0365 -1.1557  0.102
H 1.3455 8.7465 -1.7358  0.100
H 1.8774 8.0552 -3.2218  0.098
H 2.0672 10.9916 -2.2397  0.108
H 1.3137 10.4992 -3.7258  0.103
H 4.2669 10.8546 -3.2092  0.069
H 3.2411 11.5557 -4.4174  0.076
H 3.7141 9.9092 -4.6567  0.085
C -7.5013 1.2586 -3.6549  -0.073
C -5.9249 1.3513 -3.4377  -0.248
C -5.2398 0.0710 -3.8008  -0.256
C -3.7251 0.0090 -3.3704  -0.211
P -2.9942 -1.6213 -3.9279  1.042
C -3.1387 -1.7970 -5.7224  -0.299
C -2.5162 -0.7175 -6.5382  -0.249
C -2.5828 -0.9303 -8.0802  -0.268
C -2.2290 0.2225 -8.9713  -0.113
C -3.9137 -2.9727 -3.1067  -0.255
C -3.8435 -3.2031 -1.5334  -0.206
C -4.5693 -4.4435 -1.1274  -0.252
C -4.4404 -5.6006 -2.0943  -0.107
C -1.2230 -1.5943 -3.3573  -0.239
C -0.3488 -2.8564 -3.6876  -0.209
C 0.9972 -2.8641 -2.9003  -0.231
C 1.8569 -1.5859 -2.9897  -0.101
H -7.7211 1.1358 -4.7038  0.062
H -7.9380 2.1722 -3.2942  0.051
H -7.9356 0.4489 -3.0930  0.061
H -5.7102 1.6094 -2.3687  0.112
H -5.5795 2.2201 -4.0264  0.116
H -5.3789 -0.1231 -4.8523  0.096
H -5.7204 -0.7430 -3.2423  0.104
H -3.4996 -0.0304 -2.3048  0.085
H -3.1767 0.8396 -3.8277  0.095
H -4.2211 -1.7766 -5.8995  0.101
H -2.7752 -2.8210 -5.8405  0.105
H -1.4491 -0.6486 -6.2617  0.115
H -2.9968 0.2307 -6.2858  0.115
H -3.6540 -1.1478 -8.2284  0.112
H -2.0331 -1.8036 -8.4307  0.110
H -2.8543 1.0418 -8.6254  0.076
H -2.4166 0.0184 -10.0124  0.073
H -1.1833 0.5005 -8.8404  0.077
H -3.7018 -3.9291 -3.5904  0.071
H -4.9561 -2.9178 -3.4241  0.096
H -4.2691 -2.3437 -1.0241  0.098
H -2.7814 -3.2350 -1.2150  0.105
H -5.6220 -4.1959 -0.9983  0.119
H -4.2293 -4.7594 -0.1480  0.098
H -3.4227 -5.8288 -2.3978  0.076
H -5.0289 -5.4895 -3.0134  0.077
H -4.7015 -6.5713 -1.6933  0.069
H -1.2646 -1.4282 -2.2831  0.080
H -0.7581 -0.7162 -3.8060  0.089
H -0.0939 -2.9622 -4.7473  0.106
H -0.8983 -3.7562 -3.3973  0.098
H 1.6255 -3.6397 -3.3772  0.111
H 0.8853 -3.1927 -1.8561  0.089
H 2.8475 -1.7514 -2.5941  0.058
H 1.3973 -0.7934 -2.3977  0.041
H 1.9588 -1.1892 -3.9846  0.068
C 0.1551 -10.6895 5.8965  -0.089
C -0.7616 -9.4584 5.5742  -0.210
C 0.0347 -8.2229 5.9711  -0.183
C 1.2289 -7.9751 5.0185  -0.113
N 1.8697 -6.6037 5.1130  -0.241
C 2.8711 -6.4626 3.9918  -0.081
C 2.8720 -4.9679 3.5485  -0.120
C 1.8038 -4.3348 4.3872  -0.151
C 0.8997 -5.4900 4.7690  -0.080
C 2.5710 -6.3029 6.4245  0.042
H 1.0007 -10.6813 5.2139  0.056
H -0.3449 -11.6204 5.6006  0.075
H 0.5117 -10.7502 6.9220  0.073
H -1.5843 -9.4993 6.2856  0.111
H -1.1524 -9.3627 4.5620  0.079
H 0.3620 -8.3218 7.0008  0.108
H -0.5731 -7.3255 5.9134  0.106
H 0.9914 -8.0160 3.9753  0.096
H 1.9984 -8.7271 5.1396  0.127
H 3.8438 -6.8071 4.3472  0.131
H 2.5992 -7.1432 3.1823  0.133
H 3.8895 -4.6256 3.6921  0.105
H 2.6608 -4.9236 2.4938  0.117
H 2.2087 -3.8508 5.2321  0.099
H 1.2203 -3.5940 3.8589  0.107
H 0.2388 -5.2974 5.6226  0.147
H 0.2885 -5.8836 3.9815  0.098
H 3.2798 -7.0698 6.6717  0.102
H 1.8476 -6.3921 7.2212  0.099
H 3.0129 -5.3124 6.4587  0.108
C -2.2047 4.6609 -0.4273  -0.659
F -2.9058 5.5246 0.2838  0.150
F -1.2040 5.3857 -1.0107  0.070
F -1.5650 3.7970 0.3642  0.118
S -3.2039 3.8230 -1.6939  0.526
O -2.2169 3.5654 -2.6990  -0.303
O -3.7288 2.7061 -0.9540  -0.298
N -4.2612 4.8017 -2.2230  -0.288
S -5.7331 5.1826 -1.7107  0.608
O -6.7584 4.5841 -2.5059  -0.266
O -5.8139 5.3675 -0.2942  -0.261
C -5.6058 6.8298 -2.4263  -0.714
F -4.5134 7.5273 -1.9902  0.089
F -5.4272 6.7369 -3.7456  0.121
F -6.6061 7.6229 -2.2031  0.173
C -1.4459 -5.8361 1.1282  -0.751
F -2.6735 -5.5954 1.4585  0.168
F -1.3277 -5.5727 -0.1437  0.152
F -0.7122 -4.9801 1.8452  0.127
S -1.0142 -7.5565 1.4844  0.594
O 0.1459 -7.7750 0.6627  -0.276
O -0.9296 -7.4145 2.9037  -0.309
N -2.2042 -8.5022 1.0650  -0.284
S -3.3024 -9.0851 2.0388  0.596
O -2.8261 -10.1665 2.8653  -0.277
O -4.2425 -8.1210 2.5513  -0.267
C -4.0682 -9.9091 0.6658  -0.745
F -3.2473 -10.7423 0.0428  0.136
F -5.1505 -10.5792 0.9607  0.166
F -4.4035 -9.0417 -0.3091  0.101
C -0.2191 1.4121 5.0695  -0.667
F -1.0254 2.4586 4.7565  0.118
F 0.7581 1.5368 4.1733  0.096
F 0.3725 1.6543 6.2498  0.148
S -1.0428 -0.1311 4.9773  0.530
O 0.0158 -1.0850 5.0004  -0.256
O -2.0778 -0.0264 5.9305  -0.236
N -1.6698 -0.0469 3.5630  -0.314
S -3.2821 -0.1814 3.1768  0.672
O -3.7351 -1.5687 3.3254  -0.275
O -4.0567 0.9422 3.4955  -0.218
C -2.9971 -0.0784 1.4189  -0.677
F -2.3726 1.0744 1.1358  0.118
F -2.2427 -1.0402 1.0074  0.161
F -4.1680 -0.0552 0.6672  0.103
C 4.1699 0.8356 -0.0845  -0.771
F 4.7948 1.1499 -1.2031  0.147
F 4.4362 1.8606 0.7056  0.130
F 2.8974 0.8051 -0.2753  0.152
S 4.6356 -0.7727 0.5818  0.599
O 4.0322 -1.7654 -0.2699  -0.269
O 6.0582 -0.7067 0.7345  -0.260
N 3.8478 -0.4346 1.8864  -0.294
S 3.7367 -0.8179 3.3805  0.556
O 2.4100 -0.6580 3.9002  -0.282
O 4.4447 -2.0230 3.5989  -0.254
C 4.7469 0.3728 4.2125  -0.655
F 5.9810 0.5350 3.7112  0.137
F 4.1995 1.5972 4.0864  0.101
F 4.8356 0.2037 5.5514  0.132

Calculated values
E_HOMO: -9.49 eV
Multiplicity: 1
LUMO: -0.47 eV
Largest force on an atom: 3.811 eV Å⁻¹
Frontier orbital gap: 9.0 eV
E: -269767.7347 eV